ORCA calculation (the ωB97M-V functional and the def2-TZVPD basis) on a molecular structure, C5H7NOS in a non-equilibrium geometry.

Results
Maximum force = 4.56 eV/Å
Frontier orbital gap = 9.33 eV
Total energy = -722.79328 a.u.

Each line ends with the Löwdin charge.
Element x y z (Å)
S: -1.54571 1.34302 3.04952  0.73
O: 0.39609 0.41636 1.73153  -0.03
N: 0.28047 -0.54851 -1.84077  0.01
C: -0.91451 0.40235 1.92700  -0.92
C: 0.96187 -0.26812 -0.52044  -0.31
C: 0.69760 0.90890 -1.42129  -0.09
C: 0.24482 -0.62924 0.69284  -0.26
C: -1.28064 -0.47619 0.74615  -0.06
H: -1.98119 -1.27392 1.07367  0.13
H: 0.57087 -1.56874 1.02304  0.14
H: -0.09013 1.63797 -1.21996  0.09
H: 1.49093 1.36389 -2.06253  0.11
H: -1.79183 0.15141 -0.09349  0.16
H: 2.10876 -0.48258 -0.41072  0.17
H: 0.85261 -0.97660 -2.67456  0.13

ORCA calculation (the ωB97M-V functional and the def2-TZVPD basis) on 14 unconnected molecules or ions with the total composition C19H66N4O14 in a non-equilibrium geometry.

Results
Maximum force = 9.18 eV/Å
Frontier orbital gap = 8.74 eV
Total energy = -2035.53698 a.u.

Each line ends with the Löwdin charge.
Element x y z (Å)
O: 7.09555 -13.18492 13.56855  -0.03
O: 12.09971 -15.90157 8.23464  -0.17
O: 1.84715 -14.87728 12.34897  -0.09
O: 7.85337 -17.98193 6.58129  -0.13
O: 7.95014 -16.60510 10.68831  -0.14
O: 2.55414 -18.98578 10.90826  -0.07
O: 0.90588 -14.46957 8.01291  -0.07
O: 7.16947 -15.60275 4.65547  -0.07
O: 1.97600 -17.72934 7.64519  -0.07
O: 9.03267 -12.84953 6.62996  -0.09
O: 7.36298 -15.62268 7.92498  -0.13
O: 5.97554 -15.78096 12.37508  -0.15
O: 4.83916 -11.75956 9.94270  -0.10
O: 5.04217 -12.06820 4.26615  -0.09
N: 5.88414 -16.32445 2.80277  0.17
N: 10.19416 -16.59065 6.91486  0.18
N: 7.91865 -16.28239 2.53552  0.12
N: 9.96566 -14.92838 8.28851  0.11
C: 9.69606 -11.64009 6.91917  -0.32
C: 3.09223 -14.68019 11.83699  -0.21
C: 6.06631 -11.48055 9.33908  -0.15
C: 9.13849 -10.46596 6.08962  -0.09
C: 8.99078 -16.05593 11.44362  -0.12
C: 5.96909 -16.89157 13.32184  -0.09
C: 6.98009 -16.07983 3.40424  -0.67
C: 10.72472 -15.86476 7.86413  -0.61
C: 2.05058 -13.98004 8.65144  -0.30
C: 5.77278 -12.63964 5.23558  -0.23
C: 4.61279 -20.03300 11.77898  -0.07
C: 6.04065 -15.06337 7.85839  -0.23
C: 3.79070 -18.72842 11.59064  -0.30
C: 3.09099 -13.42166 7.59466  -0.05
C: 6.56760 -10.97451 12.99639  -0.05
C: 6.17621 -12.46185 12.86979  -0.36
C: 8.32895 -18.46526 5.41649  -0.18
C: 3.37042 -17.48675 7.71977  -0.15
C: 5.45364 -15.08134 9.27848  -0.07
H: 3.53999 -15.60776 11.27746  0.10
H: 7.12672 -18.45226 6.96291  0.11
H: 3.91432 -13.04729 8.11347  0.00
H: 7.51284 -10.91508 12.52622  0.06
H: 3.50336 -18.36624 12.58210  0.10
H: 8.89676 -15.93908 2.65134  0.14
H: 6.86234 -11.27877 10.03699  0.08
H: 6.79533 -16.76677 14.03827  0.09
H: 2.81742 -19.66301 10.28894  0.06
H: 3.40502 -14.25562 6.92299  0.08
H: 9.57881 -11.34917 7.96346  0.10
H: 6.62598 -10.64334 13.97541  0.05
H: 1.83198 -13.09253 9.22083  0.10
H: 10.93600 -17.33933 6.67758  0.17
H: 4.36006 -17.89266 11.15597  0.09
H: 3.83508 -18.29165 8.32662  0.08
H: 9.35971 -16.99634 11.93085  0.11
H: 6.81740 -15.77138 11.94088  0.00
H: 4.73916 -11.38918 10.79455  0.04
H: 0.34534 -14.98030 8.59316  0.08
H: 8.57500 -15.30395 12.09800  0.07
H: 6.03699 -10.61082 8.69916  0.08
H: 9.39384 -10.49879 5.02814  0.07
H: 4.48349 -14.68676 9.33239  0.01
H: 8.91013 -17.68367 4.94847  0.07
H: 7.94066 -16.52229 1.48417  0.16
H: 5.18875 -16.36628 3.51710  0.12
H: 9.23399 -16.71754 6.67916  0.05
H: 5.73530 -16.78533 1.89781  0.14
H: 9.51614 -9.49203 6.50705  0.08
H: 5.44738 -11.17013 4.09735  0.12
H: 2.77431 -12.66540 6.88482  0.08
H: 9.75278 -15.59027 10.77863  0.08
H: 3.15062 -13.86788 11.14915  0.05
H: 7.98105 -16.19341 9.82313  0.04
H: 5.56879 -19.94729 12.32919  0.07
H: 6.28009 -12.14666 8.52115  0.05
H: 5.76557 -13.72456 5.27027  0.06
H: 2.29717 -14.82802 9.31477  0.10
H: 6.07850 -13.99846 7.51367  0.09
H: 1.73674 -18.04035 8.46601  0.01
H: 4.13952 -20.80792 12.42985  0.09
H: 6.76937 -12.37028 5.04067  0.06
H: 3.91848 -17.64430 6.74837  0.09
H: 5.59643 -15.82295 7.22874  0.10
H: 6.02571 -12.76879 11.86317  0.07
H: 7.33508 -16.24732 7.18640  0.04
H: 8.02727 -10.33227 6.17415  0.07
H: 5.44050 -16.15541 9.58892  0.08
H: 5.15311 -12.55211 13.26038  0.11
H: 7.54482 -18.84322 4.77982  0.09
H: 5.73229 -10.44773 12.42536  0.10
H: 5.48620 -12.39613 6.24777  0.05
H: 10.21658 -14.26393 9.09837  0.17
H: 8.92376 -14.97924 8.25935  0.08
H: 9.31729 -13.67165 7.03163  0.02
H: 3.70933 -14.51069 12.69010  0.06
H: 10.78697 -11.74241 6.74964  0.12
H: 1.39402 -14.06559 12.55521  0.08
H: 6.17031 -14.65296 10.01316  0.09
H: 3.62483 -16.50205 8.02923  0.03
H: 8.99872 -19.26721 5.69630  0.09
H: 6.76060 -14.01539 13.78920  0.04
H: 5.05235 -17.22573 13.80818  0.09
H: 6.20934 -17.70350 12.79849  0.01
H: 4.83081 -20.45239 10.86532  0.03

ORCA calculation (the ωB97M-V functional and the def2-TZVPD basis) on 2 unconnected molecules or ions with the total composition C2H2BrI in a non-equilibrium geometry.

Results
Maximum force = 4.32 eV/Å
Frontier orbital gap = 10.30 eV
Total energy = -2949.01186 a.u.
SMILES = C#CBr.I

Each line ends with the Löwdin charge.
Element x y z (Å)
I: -2.72589 -1.29951 0.06538  0.40
Br: 0.95500 -1.50972 -0.02087  0.73
C: 1.10009 1.47326 0.20717  0.01
C: 0.95746 0.31610 0.12841  -0.71
H: 1.04974 2.53203 0.29298  0.03
H: -1.33640 -1.51215 -0.67307  -0.47

It is found that the molecular weight values, taken in the order of the records, are 129.184 574.751 232.846 g/mol.
It is found that the lowest unoccupied orbital energy values, taken in the order of the records, are 0.67 -0.02 0.50 eV.